Computed, not measured: a structure of composition C55H60CsN5O8PSi in a non-equilibrium geometry, with the ωB97M-V functional and the def2-TZVPD basis.

Geometry as XYZ:
```
131
Properties=species:S:1:pos:R:3:forces:R:3:mulliken_charge:R:1
H -7.41546 -2.73752 -0.95986 0.050 0.346 -0.282 0.3768
H 1.20944 -4.39310 -2.65891 -0.135 0.229 0.357 0.3718
C 1.90790 2.06751 6.09489 -2.157 -0.178 -0.055 -0.4419
H 0.05559 9.52173 0.09546 0.216 0.935 -0.013 0.4341
C 4.92713 -6.01290 2.95069 -0.268 0.018 0.254 -0.9856
P -5.19304 -2.57899 -2.05252 0.002 -2.345 -0.245 0.2236
C 1.44848 -5.04428 1.65360 -0.461 1.261 0.564 1.9591
H -4.91710 -2.64028 3.48605 0.964 1.212 0.381 0.3867
C -5.65066 0.82653 -0.10577 1.566 0.466 -0.202 -0.5368
O 0.76552 -4.23488 2.70182 0.184 -1.801 -0.836 -0.5502
O 0.03687 1.50376 -2.23455 0.414 0.732 0.026 -0.4881
O 2.01499 -3.53779 -0.22916 -0.788 -0.960 0.230 -0.8500
C -1.16578 7.89852 0.73171 -0.704 1.508 0.487 -0.3470
H -3.88863 0.66479 6.24789 -0.179 -0.740 -0.870 0.2148
C 0.70891 -6.37272 1.68158 0.041 0.031 0.727 -0.1926
H -5.74808 2.73975 -1.10762 0.215 0.932 0.655 0.4249
C 0.65522 6.37510 -6.28770 0.538 0.609 0.895 -0.4484
H 6.10863 6.24574 -3.01192 -0.294 -0.294 0.559 0.3155
H 2.18892 -1.10521 4.75935 -0.382 1.195 0.078 0.4758
C -4.95978 -2.69753 -3.88954 0.255 1.323 0.447 -1.0980
C -0.05533 5.39089 -5.57833 0.237 0.411 -1.373 -0.4996
H -0.23071 1.71564 -3.13150 -0.078 -0.059 -0.093 0.2262
H 5.40596 -2.74054 2.16359 0.122 -0.781 0.174 0.2908
H 4.10450 4.86190 -3.01102 -0.421 0.280 -0.218 0.5293
C -0.62056 5.71038 -0.08635 -0.081 -0.712 -0.245 -0.2828
C -2.95370 -1.61779 3.29622 -0.914 0.451 0.873 -0.5265
H 3.04036 6.34932 0.84359 -0.174 0.259 -0.634 0.3862
C 0.36126 5.00461 -4.32911 -0.814 0.317 1.537 -0.3908
H 5.51765 -6.82699 3.36901 -0.645 -0.177 -0.010 0.3524
H 3.10969 -2.90476 1.39470 0.579 -0.976 0.665 0.6293
C 3.64000 6.38504 -0.07587 0.078 0.563 0.763 -0.1532
C -7.03859 -2.76511 -1.98847 0.722 -1.015 0.230 -1.1557
C -4.44056 0.03584 -2.47607 0.413 -0.464 -0.931 -0.2297
C 5.41766 6.25175 -2.15173 1.188 0.920 0.331 -0.4786
H 3.33557 0.14707 1.58586 -0.024 0.263 -0.064 0.2137
H 0.04045 3.04734 6.47139 -0.408 -0.034 0.034 0.3202
C -4.24538 -1.79479 3.82098 -0.013 0.229 0.851 -0.7203
H 0.54893 2.35754 -1.93245 -0.412 -0.661 0.000 0.4514
H -2.37351 -3.99545 -2.38077 1.865 0.398 -0.400 0.1348
H -1.35257 -4.09281 -6.84719 0.522 0.104 0.825 0.3266
O 0.15084 -4.76754 -0.37036 0.076 0.005 0.270 -0.9733
C 1.42226 5.64102 -3.61219 0.110 -1.472 -0.653 0.4795
Si 1.55958 5.05842 -1.70294 0.602 0.377 -0.492 -0.5159
H 1.46564 8.02362 -1.40196 0.209 0.225 0.215 0.3760
H 6.67885 -4.79162 2.89552 -0.066 0.033 0.158 0.3878
N -1.32844 -3.83773 -2.45124 -3.232 0.212 -0.123 0.0960
H -4.34386 2.08002 -2.98362 0.087 0.452 -0.337 0.4203
N -1.56868 1.23060 5.10578 -1.206 -0.950 0.457 -0.1771
C 1.18889 -4.40096 0.20883 0.451 0.771 -0.043 0.4261
H 2.90902 -6.86375 3.09186 1.031 0.970 -0.833 0.6239
H 3.50376 1.52699 -0.54125 0.455 0.312 -0.508 0.2390
H 3.58649 0.80531 5.73853 -0.247 -0.125 -0.240 0.3654
C 2.50530 0.88997 5.61111 1.968 0.939 0.787 -0.5983
O 3.09991 -0.31410 2.40108 0.193 0.249 -0.109 -0.4860
H -2.35514 6.12366 1.06441 0.098 0.214 0.265 0.3885
C -1.46716 6.55634 0.61348 -0.286 -0.413 0.453 -0.4585
C 0.57368 -8.80829 1.59569 -0.505 0.133 -1.026 -0.9874
H -7.57613 -2.13243 -2.68091 -0.219 0.261 -0.013 0.3144
C -0.76661 -4.08815 -5.89578 1.301 0.319 -1.665 -0.3568
H -1.75456 8.60345 1.37607 0.262 -0.994 -0.663 0.2655
H -0.76724 4.60020 -0.10835 -0.039 1.140 0.004 0.3217
C 1.28955 -7.61508 1.50509 0.086 0.054 0.233 -0.3344
H -1.46824 -9.61978 1.38887 0.537 0.582 0.148 0.3442
C 1.78165 -0.10407 5.04836 -1.054 -0.573 0.232 -0.3657
C -0.73066 -3.99482 -3.65605 1.724 -0.007 0.781 0.2824
C 4.85173 7.08801 0.00329 -0.254 -0.146 1.191 -0.4863
H -1.13918 -5.40682 2.19450 0.061 -0.139 -0.367 0.4083
H 2.46355 2.94148 6.44072 0.091 -0.548 0.079 0.3864
H -2.58626 -2.31888 2.57945 0.255 -0.183 -0.602 0.7025
C 3.61151 -3.78160 1.86197 -0.052 0.267 -0.220 -0.4816
C 0.50363 2.14524 6.10766 1.018 -1.305 -1.599 -0.6727
C 0.70042 7.63893 -0.74046 -1.035 -0.607 -0.285 -0.1711
H 0.52382 6.67245 -7.32601 -0.771 -0.107 0.258 0.3510
H -5.61820 -1.24221 0.41494 0.081 0.017 -0.160 0.4035
C -0.12140 8.48275 0.01639 0.478 -1.971 -0.151 -0.7510
C -4.68993 1.35818 -2.27809 -0.106 0.679 1.620 -0.4592
H 0.16137 -0.88497 2.95721 0.599 -0.893 -0.294 0.4251
C 3.54954 -6.02815 2.67953 -0.179 -1.660 0.960 -0.0624
H -0.83481 -4.10675 -1.61332 0.630 -0.339 0.342 0.2513
H 2.34039 -7.67822 1.32796 0.448 -0.082 -0.092 0.7805
C -0.67236 -6.34461 1.90980 0.981 1.396 0.015 -0.6437
H -3.79402 -0.25669 -3.31065 -0.667 -0.129 0.029 0.3949
C 0.70898 -4.20587 -3.59313 -0.744 -0.231 -1.860 -0.1038
C 3.25304 5.72671 -1.23315 0.000 -0.734 0.423 0.4493
H -5.49882 -3.55742 -4.22386 -0.361 -0.647 -0.202 0.4168
C 4.92144 -3.72977 2.28469 0.289 1.628 -0.668 -0.7560
C 2.19057 6.55952 -4.37461 -0.475 0.237 0.771 0.0670
C 1.68321 7.03740 -5.61855 0.871 -0.813 0.884 -0.5229
H -0.97284 4.99906 -6.01209 0.313 -0.347 -0.017 0.3548
O 1.30769 3.54325 -1.31287 0.004 0.117 -0.397 -0.9271
C -4.99524 -0.90248 -1.62072 0.955 0.707 0.229 0.3962
C -0.19189 1.07541 5.36992 0.692 2.443 1.136 0.5794
O 0.76356 -1.52208 2.48854 -0.693 0.750 -0.096 -0.5550
H 1.62295 -1.06525 2.37908 -0.353 -0.096 0.217 0.1205
H 5.10965 7.63117 0.92019 -0.194 -0.226 -0.286 0.3477
C 5.74361 7.05458 -1.02822 -1.121 -1.337 -1.965 -0.5261
N -2.09438 -0.64572 3.66204 -0.484 0.613 1.417 -0.0495
H 2.20616 2.27562 -0.24711 -0.697 1.245 -0.661 0.2686
C 0.44722 6.24065 -0.79342 0.088 0.804 0.146 0.2791
C 4.22601 5.57000 -2.19717 0.941 -0.185 -0.782 -0.7140
C -1.39701 -7.45983 1.70117 -1.253 -2.042 -0.707 -0.3377
C -4.61258 -0.93614 4.91025 0.583 -0.991 -1.090 -0.3893
N 0.45514 0.07125 4.88208 -0.077 -1.460 -0.410 -0.1905
C -2.44167 0.14897 4.70708 -0.568 -0.301 -0.904 0.5396
H 1.14363 -4.18743 -6.94466 -0.477 -0.307 0.444 0.2982
C -5.31965 1.76625 -1.08884 -0.789 -0.785 -0.986 -0.5894
H -3.90601 -2.84373 -4.12943 0.004 0.021 -0.048 0.2253
H -5.53544 -1.09257 5.44442 -0.247 0.063 -0.062 0.4312
C -0.82101 -8.73280 1.52183 0.346 -0.055 0.571 -0.5067
H 2.12153 7.94722 -6.01163 0.310 -0.308 -0.463 0.3342
C -3.72236 0.01261 5.35467 1.712 0.979 0.285 -0.6570
H -2.06189 1.87981 5.73937 0.710 -0.578 -0.605 0.2513
H 3.18669 6.90346 -3.96039 -1.562 0.121 -0.520 0.2049
H 1.16413 -9.72384 1.54615 -0.496 -0.005 -0.053 0.3546
C 5.60737 -4.84637 2.73441 0.612 0.552 -0.203 -0.4955
C 1.40376 -4.29902 -4.80647 -1.402 0.200 1.496 -0.5672
Cs 0.87740 -1.08466 -1.07480 -0.219 0.048 0.099 0.9049
C 2.93704 -4.99541 1.99981 -1.102 -0.087 0.420 -0.3259
H 6.65685 7.56635 -1.05998 1.106 0.828 0.298 0.4674
C -5.36441 -0.50393 -0.34484 -1.202 -0.082 -0.046 -0.6183
H 2.47536 -4.45760 -4.77126 -0.048 0.064 -0.324 0.4398
H -5.88747 1.11017 0.90234 -0.593 0.328 0.137 0.3882
H -7.11963 -3.82041 -2.28975 -0.396 0.248 -0.102 0.3514
N -1.44714 -3.88678 -4.78957 0.104 -0.605 1.172 -0.3739
C 0.63838 -4.22063 -5.96638 -0.245 0.159 -1.179 -0.4616
H -2.46686 -7.38142 1.54664 -0.137 0.030 0.491 0.3473
H -0.29921 4.25749 -3.82677 0.746 0.611 -0.135 0.1276
O 2.70077 1.48627 -0.03890 0.288 -1.641 1.031 -0.4550
H 3.87611 -0.75235 2.75271 0.205 -0.100 -0.116 0.2530
H -5.33776 -1.80518 -4.42366 0.115 -0.360 0.204 0.3814
H 0.92630 -3.29129 2.64801 0.210 0.769 -0.476 0.4215
```
Forces are in eV/Å.

The relative energy (zero: lowest compared OMol25 entry of this formula, charge and spin) comes out at 43.3 kcal/mol. Its orbital gap is 0.273 hartree. The total charge is -1. The calculation puts the highest occupied orbital energy at -5.6165 eV.